(1)
74
Properties=species:S:1:pos:R:3 method="wB97M-V/def2-TZVPD" e_homo_ev="-12.65 / -12.65" multiplicity=6 s2=8.754 orbital_gap_ev="7.072 / 4.404" charge=+2
Fe 0.56 0.59 0.85
O -1.07 3.96 -1.05
O -6.02 -1.64 -6.52
O -0.03 -2.76 2.27
O -3.54 1.90 -0.04
O -2.83 -2.05 -5.22
O -4.99 -1.66 -4.51
O 3.62 -2.69 2.56
O 3.66 -0.97 0.32
O -0.63 1.02 -3.40
O -0.98 -0.15 4.28
O -3.02 -0.91 -3.12
O 4.12 0.62 3.15
O -1.98 -0.99 -1.05
O -1.20 -0.04 1.43
O -0.31 1.40 -0.66
O -2.97 -3.78 -1.08
O -3.21 -1.99 -7.39
O 1.86 3.55 -1.05
O 2.18 0.45 -2.70
O 0.89 -1.17 -0.11
O 1.64 -0.28 2.38
O 2.12 2.60 3.70
O -3.56 -3.20 -3.21
O 0.76 -2.66 -2.69
O 1.79 -1.03 5.24
O 0.39 2.20 1.93
O 2.32 1.19 0.02
O -2.27 2.59 2.11
C -3.06 -2.95 -2.02
C -5.05 -1.69 -5.81
C -2.64 -1.49 -1.98
C -3.64 -1.98 -6.27
B -3.63 -1.96 -4.02
H -2.71 2.37 1.29
H 1.99 -0.19 5.65
H -1.98 4.23 -0.92
H -0.13 0.29 -3.76
H -4.29 1.40 0.28
H -1.95 -0.35 0.93
H 1.33 -0.68 3.20
H 4.33 -2.92 3.15
H 0.43 -3.08 -3.48
H 1.69 -1.70 -0.05
H 2.59 -1.55 5.37
H -0.52 1.21 -1.58
H 4.21 -1.34 -0.37
H 3.03 -3.44 2.59
H -0.18 -3.49 1.66
H 3.05 0.59 -0.08
H -1.55 0.79 -3.57
H 2.44 3.45 3.99
H 2.45 1.84 -0.67
H 0.95 2.49 2.65
H 1.54 -3.16 -2.47
H -1.76 -0.61 4.60
H 4.79 1.01 2.59
H -0.49 2.49 2.18
H -1.45 -0.16 2.35
H 1.53 4.45 -1.06
H -0.45 2.34 -0.58
H 1.99 3.33 -1.98
H -3.63 1.88 -1.00
H 3.78 -1.57 1.06
H -0.05 -3.17 3.14
H 2.05 1.20 -3.28
H 2.89 2.04 3.70
H -0.85 0.56 4.90
H -2.97 2.90 2.68
H 0.43 -1.52 -0.87
H -0.69 4.65 -1.60
H 4.58 -0.07 3.63
H 1.69 -0.26 -3.11
H 2.59 -0.25 2.47

=====

(2)
11
Properties=species:S:1:pos:R:3 method="wB97M-V/def2-TZVPD" e_homo_ev=-8.73 multiplicity=1 orbital_gap_ev=9.216
N -2.35 -0.08 -0.60
N 0.02 1.16 -0.44
N -0.86 1.75 -1.11
C 1.54 -0.58 0.51
C -1.56 -0.80 -0.08
C 0.30 0.11 0.08
H 1.88 -1.23 -0.30
H -1.40 -1.77 0.38
H 1.33 -1.21 1.38
H -1.23 2.54 -0.58
H 2.33 0.12 0.75

=====

(3)
14
Properties=species:S:1:pos:R:3 method="wB97M-V/def2-TZVPD" e_homo_ev=-8.38 multiplicity=1 orbital_gap_ev=8.618
O -1.31 0.64 1.64
C 0.64 -0.10 -0.52
C -0.28 0.22 -1.67
C 0.09 -0.93 0.62
C -1.04 -0.53 1.39
C 0.85 0.88 0.51
H 0.46 -1.96 0.71
H 1.58 -0.57 -0.80
H 1.67 0.85 1.21
H 0.19 0.95 -2.33
H -1.22 0.63 -1.29
H 0.26 1.80 0.52
H -1.69 -1.33 1.79
H -0.49 -0.69 -2.24

=====

Electronic energy for the records above, in order: -3571.47686 -281.42696 -270.43837 a.u.
Energy above the lowest of the compared OMol25 structures with the same formula, charge and spin for the records above, in order: 0.0 102.3 75.0 kcal per mole